Here is 2 unconnected molecules or ions with the total composition C3H9O3 at a distorted geometry from OMol25. Energies are from ωB97M-V with the def2-TZVPD basis set.

Calculated values
- Gap between HOMO and LUMO: 6.92 eV
- ΔE to the lowest compared entry with this formula, charge and spin: 10.1 kcal per mole
- Total charge: -1
- E: -345.41745 hartree

```
15
Properties=species:S:1:pos:R:3:forces:R:3:mulliken_charge:R:1
C 0.746451 -0.045042 0.531939 0.0 -0.1 0.4 -0.40
O 0.919596 0.956364 -0.391782 -0.3 0.2 -0.7 -0.57
C -0.734912 -0.240159 0.836889 0.5 -0.7 0.2 -0.59
C -1.497078 -0.579911 -0.415617 -0.7 -0.2 0.7 -0.35
O -2.915699 -0.579631 -0.097266 0.1 0.2 -0.1 -0.52
H 1.119653 -1.027896 0.217189 0.3 -0.1 -0.4 0.25
H 1.275087 0.142311 1.483270 0.0 0.2 0.0 0.24
H -1.137448 0.669358 1.254347 -0.3 0.4 0.2 0.30
H -0.808693 -1.046926 1.580460 -0.2 0.1 0.0 0.28
H -1.231731 0.202061 -1.117007 -0.1 -0.1 -0.5 0.31
H -1.279193 -1.593333 -0.772077 0.5 0.2 -0.2 0.22
H -3.403395 -0.672691 -0.919405 0.0 0.0 0.0 0.28
H 3.621172 1.878344 -0.749371 0.1 0.0 0.0 0.17
H 1.953580 0.987242 -0.736331 0.5 -0.2 1.0 0.41
O 3.372615 0.949907 -0.705237 -0.3 0.0 -0.4 -1.04
```
Forces are in eV/Å.

***

Here is a molecular structure, C26H35Cl2N6O6STeV from OMol25. Energies are from ωB97M-V with the def2-TZVPD basis set.

Calculated values
- Gap between HOMO and LUMO (spin up / spin down): 7.83 / 8.06 eV
- Multiplicity: 3
- ΔE to the lowest compared entry with this formula, charge and spin: 16.5 kcal per mole
- E: -4322.14445 hartree

```
78
Properties=species:S:1:pos:R:3:forces:R:3:mulliken_charge:R:1
V -2.479238 1.425914 1.371157 0.1 0.1 0.6 0.93
N -1.174758 5.452639 1.407584 0.0 0.0 0.1 -0.43
C -1.869829 4.309538 1.219259 0.0 0.1 0.0 0.63
S -2.332562 3.413998 2.658009 0.0 -0.1 -0.1 -0.51
N -2.173016 3.980705 -0.003231 0.0 0.0 -0.1 -1.22
N -2.892561 2.803627 -0.031060 0.1 0.1 0.0 0.99
C -3.754580 2.649455 -0.960468 -0.1 0.0 -0.1 -0.96
C -4.740326 1.587268 -0.946638 0.0 0.1 -0.1 0.78
C -5.570294 1.439342 -2.065369 0.0 0.0 -0.1 -0.65
C -6.608036 0.535503 -2.082255 0.0 0.0 0.0 -0.69
C -6.859462 -0.225542 -0.939640 0.0 0.0 0.0 -0.53
C -6.071969 -0.083972 0.182235 0.0 -0.1 0.1 -0.21
C -4.988475 0.800743 0.198627 0.0 0.0 -0.1 0.66
O -4.241264 0.857787 1.296044 0.2 0.0 0.0 -0.95
H -0.956042 5.761857 2.335770 0.0 0.0 0.0 0.20
H -0.959430 6.030210 0.614929 0.0 0.0 0.0 0.24
H -3.810578 3.406881 -1.738975 0.0 0.0 0.0 0.37
H -5.379538 2.060689 -2.933414 0.0 0.0 0.0 0.37
H -7.228536 0.429566 -2.961510 0.0 0.0 0.0 0.41
H -7.684964 -0.925919 -0.927049 0.0 0.0 0.0 0.38
H -6.263357 -0.656934 1.080806 0.0 0.0 0.0 0.50
O 0.517567 0.929871 3.724102 -0.1 0.0 -0.1 -0.70
Cl -0.197728 0.390565 2.632536 0.0 -0.1 0.0 1.72
O 0.390278 -0.810062 2.132258 -0.1 0.2 0.1 -0.28
O -0.300054 1.369369 1.516379 -0.1 -0.1 0.0 -0.49
O -1.613002 0.143680 2.977465 -0.1 0.1 0.0 -0.71
C 5.133124 1.378548 -1.812191 0.0 0.0 0.0 -1.97
C 4.289493 0.748566 -0.698035 0.0 0.0 0.0 2.18
C 5.216891 0.350518 0.457989 0.0 0.0 0.0 -1.79
C 3.335854 1.827448 -0.167048 0.1 0.1 0.1 -1.70
C 3.548618 -0.523126 -1.230461 0.0 0.0 0.0 1.94
O 4.500445 -1.428939 -1.813440 -0.1 0.1 0.1 -0.69
C 2.693951 -1.235789 -0.143949 0.1 -0.1 0.0 -0.33
C 3.311027 -2.490704 0.493744 0.0 0.1 0.0 -1.34
C 2.347383 -3.101916 1.480004 0.0 0.0 0.0 -0.25
C 2.454901 -2.857755 2.843473 0.0 -0.1 0.0 0.01
C 1.524217 -3.365331 3.740270 0.0 0.0 0.0 -0.92
C 0.472841 -4.126007 3.260072 0.0 0.0 0.0 0.43
Cl -0.710941 -4.758467 4.368099 0.0 0.0 0.0 -0.24
C 0.347750 -4.394280 1.906907 0.0 0.0 0.0 -0.92
C 1.286337 -3.880072 1.027697 0.0 0.0 0.0 -0.14
C 2.690899 -0.259872 -2.470714 0.0 0.1 0.0 -2.52
N 1.577322 0.662823 -2.313290 0.0 -0.1 0.0 1.49
C 0.728021 0.854287 -1.295749 0.0 -0.2 0.0 -0.44
N -0.235045 1.682409 -1.645274 0.0 0.0 -0.1 -0.07
C 0.089019 1.982051 -2.930391 0.1 0.1 0.0 -0.65
N 1.178709 1.395311 -3.378411 -0.2 0.0 0.1 -1.46
H 5.753301 2.173970 -1.393919 0.0 0.0 0.0 0.46
H 4.504214 1.830636 -2.581706 0.0 0.0 0.0 0.39
H 5.786715 0.645148 -2.283876 0.0 0.0 0.0 0.36
H 5.760789 1.232069 0.801683 0.0 0.0 0.0 0.54
H 5.969447 -0.385728 0.164075 0.0 0.0 0.0 0.36
H 4.656543 -0.039251 1.310321 0.0 0.0 0.0 0.22
H 3.932080 2.626759 0.279170 0.0 0.0 0.0 0.60
H 2.662277 1.459358 0.609764 0.0 0.1 0.0 0.17
H 2.737542 2.276391 -0.958285 0.1 0.0 0.1 0.32
H 5.087665 -1.746339 -1.122892 0.1 0.0 0.1 0.62
H 1.746270 -1.555461 -0.587631 0.0 0.0 0.0 0.58
H 2.422739 -0.541175 0.654332 0.1 -0.1 0.0 0.01
H 4.248270 -2.256451 1.004510 0.0 0.0 0.0 0.55
H 3.537816 -3.217024 -0.287566 0.0 0.0 0.0 0.51
H 3.274539 -2.253945 3.216838 0.0 0.0 0.0 0.34
H 1.607514 -3.167213 4.799972 0.0 0.0 0.0 0.44
H -0.473262 -5.003133 1.553030 0.0 0.0 0.0 0.47
H 1.190657 -4.087828 -0.032989 0.0 0.0 0.0 0.42
H 2.309773 -1.228704 -2.797439 0.0 0.0 0.0 0.28
H 3.310931 0.135255 -3.268990 0.0 0.0 0.0 0.57
H 0.844738 0.400588 -0.323095 -0.1 0.1 -0.3 0.39
H -0.480211 2.661986 -3.543613 0.0 0.0 0.0 0.52
C -3.086995 -1.123017 -1.962898 0.1 0.0 0.0 -1.04
Te -1.843845 -0.923527 -0.249542 0.0 -0.2 -0.1 0.50
C -2.915785 -2.327037 0.929763 0.0 0.0 0.0 -1.03
H -2.923407 -2.118552 -2.367945 0.0 0.0 0.0 0.49
H -2.773594 -0.374348 -2.687946 0.0 0.0 0.0 0.29
H -4.130726 -0.979722 -1.706074 -0.1 0.0 0.0 0.23
H -3.964184 -2.040992 0.953793 0.0 0.0 0.0 0.28
H -2.497498 -2.288036 1.932870 0.0 0.0 0.0 0.29
H -2.793392 -3.321195 0.509406 0.0 0.0 0.0 0.42
```
Forces are in eV/Å.

***

Here is a molecular structure, C45H31AsN7O2S5W at a distorted geometry from OMol25. Energies are from ωB97M-V with the def2-TZVPD basis set.

Calculated values
- Gap between HOMO and LUMO (spin up / spin down): 6.56 / 6.13 eV
- Multiplicity: 3
- ΔE to the lowest compared entry with this formula, charge and spin: 0.0 kcal per mole
- Total charge: -1
- E: -6561.13219 hartree

```
92
Properties=species:S:1:pos:R:3:forces:R:3:mulliken_charge:R:1
W 0.949870 0.148691 -0.564481 0.6 -0.2 -0.9 2.08
S 3.040597 -0.464979 -1.841461 -0.2 0.0 0.2 -0.78
C 3.529420 -1.531521 -0.590174 0.0 0.0 0.0 0.94
S 2.277029 -1.679567 0.591966 -0.2 0.1 0.0 -0.66
C 4.722649 -2.200522 -0.519833 0.0 0.0 0.0 0.58
C 5.011420 -3.074542 0.565596 0.0 0.1 -0.1 0.02
N 5.244755 -3.780256 1.443226 0.0 -0.1 0.2 -0.60
C 5.700133 -2.055954 -1.543671 -0.1 0.0 0.1 -0.26
N 6.481643 -1.938150 -2.378644 0.2 0.0 -0.2 -0.60
O -1.816990 3.801764 -3.868336 0.1 0.0 -0.1 -0.71
C -0.938124 3.190384 -4.683138 -0.1 0.1 0.0 0.44
C -0.946215 3.558542 -6.029431 0.0 0.0 0.0 -0.70
C -0.080046 2.961749 -6.922747 0.0 0.0 0.0 -0.31
C 0.816531 1.984723 -6.500990 0.0 0.0 0.0 -1.07
C 0.829572 1.615919 -5.171294 0.0 0.0 0.0 -0.42
C -0.033440 2.208996 -4.248154 -0.1 -0.1 0.0 -0.06
C 0.029834 1.782677 -2.839798 -0.1 0.2 0.1 1.00
O 0.848769 0.834253 -2.521939 0.1 0.2 0.1 -0.34
N -0.697046 2.380999 -1.944788 0.1 -0.1 0.0 -0.82
N -0.364542 1.921242 -0.663986 -0.2 0.2 0.3 0.83
C -0.827898 2.698681 0.265191 0.0 -0.2 -0.2 -0.14
S -0.367538 2.515751 1.920545 0.0 -0.1 0.1 0.15
C -1.487600 3.782638 2.583476 0.0 0.0 0.0 -0.74
C -2.588322 4.038258 1.572415 0.0 -0.1 0.0 -0.26
S -1.872625 4.055913 -0.087899 0.1 0.0 0.0 -0.14
H -1.688366 3.456709 -2.957859 0.0 0.0 0.1 0.58
H -1.647620 4.317800 -6.343618 0.0 0.0 0.0 0.44
H -0.102869 3.261020 -7.962980 0.0 0.0 0.0 0.37
H 1.496011 1.521859 -7.201417 0.0 0.0 0.0 0.44
H 1.517893 0.863535 -4.810949 0.0 0.0 0.0 0.49
H -0.900491 4.680329 2.777437 0.0 0.0 0.0 0.45
H -1.896421 3.398248 3.517287 0.0 0.0 0.0 0.33
H -3.072084 4.997447 1.744467 0.0 0.0 0.0 0.50
H -3.331015 3.240134 1.591507 0.0 0.0 0.0 -0.08
S -3.414950 0.609473 0.036701 0.1 0.0 -0.1 -0.23
C -3.359135 0.465513 1.758160 0.0 0.1 -0.1 0.64
C -4.410205 0.949875 2.560123 -0.1 0.0 0.1 -0.93
C -4.375940 0.863440 3.937047 0.0 0.0 0.0 -0.67
C -3.291123 0.273524 4.576078 0.1 0.0 0.0 -1.04
C -2.249927 -0.230108 3.809865 0.1 0.0 0.2 -0.79
C -2.274937 -0.131375 2.424073 0.1 0.0 -0.1 -0.08
As -0.815193 -0.855179 1.342388 -0.2 -0.2 0.4 1.99
C -1.591802 -2.560315 0.783766 0.0 0.1 0.1 0.34
C -0.765239 -3.620780 0.425838 0.1 0.0 0.0 -0.22
C -1.307513 -4.844832 0.065287 0.0 0.0 0.0 -0.84
C -2.684076 -5.019409 0.060070 0.0 0.0 0.0 -0.80
C -3.510015 -3.968854 0.427210 0.0 0.0 0.0 -0.75
C -2.969916 -2.743843 0.793339 -0.1 0.1 0.0 -0.60
C 0.295909 -1.471114 2.837780 0.0 0.1 -0.1 0.19
C 0.286209 -2.768852 3.326814 -0.1 -0.1 0.0 -0.35
C 1.096734 -3.116833 4.400085 0.0 0.0 0.0 -0.92
C 1.911420 -2.170276 4.999048 0.0 0.0 0.0 -0.64
C 1.908739 -0.864595 4.526735 0.0 0.0 0.0 -0.87
C 1.106635 -0.521049 3.452325 0.0 0.1 0.0 -0.34
H -5.260746 1.397402 2.062244 0.0 0.0 0.0 0.48
H -5.204169 1.249638 4.517906 0.0 0.0 0.0 0.36
H -3.257608 0.191814 5.653553 0.0 0.0 0.0 0.41
H -1.411358 -0.695379 4.312540 -0.1 0.0 0.0 0.35
H 0.313295 -3.503897 0.447772 0.0 0.0 0.0 0.32
H -0.650265 -5.660191 -0.205719 0.0 0.0 0.0 0.48
H -3.108755 -5.973589 -0.220736 0.0 0.0 0.0 0.37
H -4.584151 -4.095367 0.429386 0.0 0.0 0.0 0.42
H -3.628983 -1.928481 1.063496 0.1 -0.1 0.0 0.37
H -0.344153 -3.525087 2.874612 0.0 0.1 0.0 0.49
H 1.093518 -4.136470 4.760592 0.0 0.0 0.0 0.39
H 2.550906 -2.448636 5.825370 0.0 0.0 0.0 0.35
H 2.543559 -0.116763 4.984223 0.0 0.0 0.0 0.43
H 1.126271 0.499963 3.081405 0.0 -0.1 0.0 0.41
N 0.989810 -5.577313 -4.002356 0.1 -0.1 0.0 -0.57
C 0.474640 -4.623640 -3.624825 0.0 0.1 0.0 -0.27
C -0.201190 -3.444677 -3.165399 -0.1 0.1 0.0 0.11
C -1.512235 -3.177953 -3.562321 0.1 0.0 0.1 -0.12
C -2.133571 -2.046005 -3.074491 0.1 0.0 0.0 -1.61
C -1.432825 -1.220869 -2.209076 0.2 -0.1 0.1 0.25
N -0.176658 -1.489992 -1.817254 -0.1 0.0 -0.1 0.49
C 0.437000 -2.576346 -2.291527 -0.2 0.2 0.1 -0.69
H -2.020744 -3.853558 -4.234755 0.0 0.0 0.0 0.52
H -3.149479 -1.795221 -3.339823 0.0 0.0 0.0 0.54
H -1.901496 -0.343362 -1.773291 0.0 0.0 0.0 -0.03
H 1.448950 -2.756764 -1.952586 0.0 0.0 0.0 0.71
N 5.427959 5.547972 2.324278 0.1 0.1 0.1 -0.60
C 4.772130 4.711983 1.886540 -0.1 -0.1 0.0 -0.17
C 3.944108 3.669857 1.350211 0.0 0.0 0.0 0.63
C 3.925980 2.413286 1.945679 0.0 -0.1 0.0 -1.13
C 3.108291 1.419195 1.434107 0.0 0.0 -0.1 0.03
C 2.264573 1.629415 0.328527 0.0 0.1 0.1 0.77
C 2.344805 2.905621 -0.265903 0.0 -0.1 0.0 -0.09
C 3.158580 3.909087 0.225133 0.0 -0.1 0.0 -1.00
H 4.554412 2.217719 2.804917 0.0 0.0 0.0 0.48
H 3.137841 0.445749 1.910759 0.0 0.1 0.0 0.44
H 1.750887 3.135543 -1.146263 0.0 0.0 0.1 0.12
H 3.188320 4.878139 -0.255184 0.0 0.0 0.0 0.50
```
Forces are in eV/Å.

***

Here is a molecular structure, C4H9I2N at a distorted geometry from OMol25. Energies are from ωB97M-V with the def2-TZVPD basis set.

Calculated values
- Gap between HOMO and LUMO: 8.73 eV
- ΔE to the lowest compared entry with this formula, charge and spin: 1.2 kcal per mole
- E: -807.89081 hartree

```
16
Properties=species:S:1:pos:R:3:forces:R:3:mulliken_charge:R:1
C 0.460264 -0.499365 1.724533 -0.6 2.1 -0.3 -1.80
C -1.472156 -0.587843 -0.110392 2.6 0.0 0.2 -1.17
C -0.202578 0.192062 0.514847 1.3 -3.3 -2.3 0.53
C 0.912042 0.445320 -0.632067 -2.5 -2.4 0.3 -0.70
N 0.354009 0.893390 -1.854887 0.1 -0.5 -0.4 -0.54
I 1.923723 -1.464169 -1.350759 -0.4 0.3 0.5 -0.05
I -0.557409 2.675968 -1.626365 -0.1 0.7 -0.4 0.10
H 0.725125 -1.485214 1.660395 1.0 -2.6 -1.1 0.47
H -0.306428 -0.570463 2.426188 -1.4 0.2 1.6 0.48
H 1.279070 0.024522 2.220144 0.0 0.3 -0.4 0.36
H -1.078446 -1.514314 -0.546889 -0.4 0.1 0.1 0.25
H -1.960822 -0.041889 -0.878030 0.1 0.8 -1.0 0.31
H -2.298546 -0.790069 0.525340 -0.2 -0.4 1.4 0.43
H -0.573422 1.078215 0.868541 -0.5 2.6 0.6 0.46
H 1.801090 0.859783 -0.289272 1.3 1.3 0.8 0.55
H 0.994483 0.784065 -2.651326 -0.4 0.7 0.5 0.33
```
Forces are in eV/Å.

***

> What is the formula in the fourth record?

C4H9I2N